Record 1
72
Properties=species:S:1:pos:R:3:mulliken_charge:R:1 method="wB97M-V/def2-TZVPD" e_tot_ha=-4565.32703 spin_multiplicity=1 lumo_ev=-0.40 charge=0
I 1.3244 1.3000 2.3994 0.423
Co 0.2057 0.1995 0.0812 -0.833
S -1.2080 -3.2901 -2.0914 -0.257
P -1.5971 -0.3174 1.6661 1.018
F -1.0634 2.9930 -4.1774 -0.320
F -1.5740 5.2203 -0.0752 -0.337
F -0.1114 0.8880 -2.9512 -0.468
F -0.8590 3.0613 1.2277 -0.183
F -1.7683 5.2242 -2.7905 -0.331
O 3.0575 0.8231 -2.8619 -0.650
N 1.7300 0.5282 -0.9178 -0.416
N 1.2895 -1.5709 0.4784 0.533
C -3.6462 0.2063 5.1260 -1.270
C 2.4329 -1.7480 1.1493 -0.404
C -1.3310 2.9013 6.0850 -0.889
C -0.3995 -3.7596 3.4631 -0.696
C -2.0294 -3.1168 1.3084 -0.170
C -0.0063 1.9844 3.8397 -0.005
C 1.4768 -3.8403 -0.2862 -0.631
C 2.3776 0.6584 -1.9043 0.769
C -1.0086 -4.7710 2.7295 -0.809
C -0.8182 2.9765 -0.1276 -0.171
C -1.3490 4.1296 -2.1459 0.673
C -0.3389 -2.2622 -1.0221 0.382
C -0.8713 -1.0148 -0.9252 0.018
C -1.2591 1.3665 4.1346 0.661
C -0.4958 1.7910 -0.7651 1.083
C -1.2427 4.1247 -0.7734 0.073
C -1.4549 -2.0970 2.0607 1.111
C -3.2561 -0.0028 0.9585 1.212
C 2.6317 -4.0118 0.4446 -0.723
C -2.0383 -0.8921 -1.7437 -0.062
C -4.2861 -0.9306 0.8371 -0.135
C -2.3356 -2.0383 -2.4114 -0.816
C -5.4990 -0.5652 0.2692 -0.967
C -1.8850 1.8357 5.3318 1.000
C -0.1756 3.5026 5.7058 -0.873
C -0.6291 -2.4344 3.1353 -0.968
C 0.8414 -2.6027 -0.2635 0.553
C 0.5063 3.0160 4.5723 -0.804
C -3.4933 1.3110 0.5592 -1.134
C -3.0735 1.2354 5.8028 -0.863
C 3.1302 -2.9375 1.1683 -0.888
C -0.5599 1.8702 -2.1557 0.453
C -1.9332 0.3391 3.3892 1.038
C -4.7049 1.6808 -0.0034 -0.809
C -1.0003 2.9907 -2.8422 0.295
C -3.0748 -0.2152 3.9159 -0.738
C -5.7067 0.7343 -0.1679 -0.707
C -1.8202 -4.4470 1.6545 -1.466
H 0.2558 -4.0035 4.2894 0.463
H -2.6502 -0.0041 -1.8066 0.461
H 4.0467 -3.0126 1.7357 0.446
H 3.1500 -4.9622 0.4387 0.437
H -6.2850 -1.3034 0.1714 0.471
H 2.8173 -0.9034 1.6984 0.256
H 0.2432 4.3223 6.2738 0.398
H -6.6505 1.0120 -0.6188 0.403
H -2.6026 -2.8869 0.4213 0.507
H -2.2826 -5.2284 1.0649 0.443
H -3.5799 -0.9998 3.3671 0.319
H 1.4555 3.4526 4.2946 0.432
H 1.0654 -4.6418 -0.8853 0.485
H -3.5114 1.6117 6.7195 0.386
H -4.8611 2.7056 -0.3157 0.497
H -0.8431 -5.8081 2.9922 0.408
H -3.1499 -2.2119 -3.0974 0.522
H -1.8547 3.2223 6.9772 0.377
H -4.1634 -1.9456 1.1856 0.483
H -0.1604 -1.6523 3.7226 0.340
H -2.7327 2.0559 0.7115 0.503
H -4.5476 -0.2683 5.4899 0.462

=====

Record 2
76
Properties=species:S:1:pos:R:3:mulliken_charge:R:1 method="wB97M-V/def2-TZVPD" e_tot_ha=-3115.09389 spin_multiplicity=1 lumo_ev=-4.70 charge=+1
S -2.2007 0.1185 -3.0027 -0.216
F 2.3362 2.3591 0.5336 -0.141
F 3.3422 4.3803 -1.0728 -0.268
F 2.0448 0.7419 -2.4163 -0.259
F 3.2310 3.1431 -2.7965 -0.271
F 4.2748 2.1923 -0.3367 -0.312
F 3.8922 0.1496 -1.4731 -0.274
O 3.2254 3.4572 7.4937 -0.644
O -1.4962 3.5934 4.9952 -0.684
O 0.9810 4.9002 -2.1094 -0.333
O -2.1295 2.6039 1.4849 -0.494
O -1.2451 -7.4670 -6.9032 -0.640
O 0.8676 0.0319 0.2066 -0.379
O -2.0044 -3.5146 -3.3858 -0.653
O 2.4906 -1.4674 -0.1059 -0.468
N 0.0512 2.9425 -1.3442 0.245
C -5.1192 -5.9815 -6.4080 -0.484
C 1.1046 4.7006 8.8326 -0.540
C -1.5649 1.2876 -1.8351 -0.014
C 2.7071 0.7137 -1.2369 0.889
C 1.2033 3.7958 -1.7142 -0.559
C 0.7237 2.8235 4.9850 0.205
C 1.9242 -0.2475 -0.2962 0.262
C -1.3387 4.8270 7.5057 -0.549
C 2.9720 2.1399 -0.6319 0.423
C 0.0222 5.3305 9.4249 -0.497
C -2.7720 -5.9883 -5.8985 0.252
C -0.4337 3.5419 5.5849 0.598
C 1.6242 1.5061 3.1904 0.440
C -4.2559 -4.4844 -4.7349 -0.526
C 0.6274 -4.3478 -3.8351 -0.622
C 1.9636 2.8076 5.6200 0.286
C 3.0395 2.1573 5.0242 -0.772
C 0.5596 2.1665 3.7741 -1.243
C 1.9038 -4.8279 -4.0755 -0.464
C -0.4630 -4.9128 -4.4862 0.119
C -1.4141 -6.5509 -6.1287 0.523
C -3.8468 -6.4846 -6.6242 -0.583
C -1.5790 2.3997 0.2743 -0.155
C -5.3250 -4.9876 -5.4567 -0.541
C -2.1372 1.4473 -0.5779 -0.095
C -2.9740 -4.9735 -4.9595 0.254
C 2.0971 -5.8824 -4.9621 -0.516
C 1.0152 -6.4458 -5.6179 -0.625
C -0.4896 3.1101 -0.1295 0.272
C 2.1455 3.4677 6.9443 0.577
C -0.2600 4.1819 6.9126 0.106
C 2.8705 1.5086 3.8120 -0.694
C -0.4945 2.0572 -2.1721 -0.292
C 0.9710 4.1287 7.5741 0.140
C 2.6960 3.3303 -1.5924 0.988
C -1.1972 5.3999 8.7585 -0.500
C -0.2653 -5.9581 -5.3900 0.353
C -1.8294 -4.3974 -4.2086 0.509
H 2.7524 -4.3832 -3.5712 0.398
H -0.4060 2.1704 3.2910 0.567
H -2.2884 4.8776 6.9907 0.466
H 4.0056 2.1556 5.5109 0.497
H -2.4751 -1.0284 -2.3330 0.199
H -5.9542 -6.3650 -6.9796 0.409
H -2.0582 1.8247 2.0516 0.360
H -0.0498 1.9318 -3.1561 0.523
H 1.1663 -7.2625 -6.3107 0.491
H 1.4860 0.9902 2.2536 0.402
H -0.0841 3.8501 0.5560 0.489
H 3.0943 -6.2614 -5.1439 0.401
H -2.0390 5.8986 9.2208 0.406
H 2.0525 4.6506 9.3512 0.477
H 1.8463 -2.1111 -0.4373 0.404
H -3.6886 -7.2611 -7.3603 0.484
H 0.4777 -3.5298 -3.1430 0.606
H 0.1273 5.7710 10.4077 0.408
H -4.4173 -3.7084 -3.9992 0.461
H 3.7080 0.9992 3.3517 0.468
H -3.0063 0.8700 -0.2805 0.544
H -6.3215 -4.6027 -5.2833 0.404

=====

The evaluated max |F| for the records listed, in turn: 1.367, 2.244 eV Å⁻¹.